Here is C19H33Cl2N2O4SV as an isolated structure in a non-equilibrium geometry from the OMol25 dataset. Energies are from wB97M-V/def2-TZVPD.

XYZ file:
```
62
Properties=species:S:1:pos:R:3:forces:R:3
O 0.002720 2.099198 -2.595371 1.09 -1.67 -1.75
C 0.420934 1.094396 -3.184098 0.14 -0.49 2.87
C -0.419036 -0.004105 -3.752385 -0.22 -0.21 -0.11
C -1.592547 -0.456906 -3.095273 -0.03 0.36 -0.80
H -1.742228 -0.231665 -2.030890 -0.13 0.05 -0.55
C -2.543290 -1.169678 -3.842901 0.15 0.24 -0.11
H -3.492914 -1.458624 -3.380537 0.43 0.07 -0.14
C -2.321224 -1.423020 -5.210978 0.83 0.24 0.27
H -3.110047 -1.776881 -5.870554 0.10 -0.18 0.34
C -1.037056 -1.224278 -5.748938 0.17 0.18 0.40
H -0.822316 -1.520407 -6.782678 -0.06 0.04 0.52
C -0.039511 -0.585368 -4.979635 -1.16 0.13 0.10
H 0.987792 -0.498124 -5.318415 -0.19 0.31 -0.27
H 1.491298 0.786084 -2.993531 -0.30 0.62 -0.91
C 2.687250 -1.762608 -0.705171 1.71 -0.72 0.22
C 1.483917 -2.280385 -0.046375 -1.37 1.65 -2.84
H 2.864903 -2.225688 -1.689963 0.22 -0.33 0.51
H 3.550629 -1.870268 -0.019909 0.07 0.09 -0.61
H 2.603437 -0.697632 -0.958408 -0.16 0.00 0.44
C 0.423420 -3.117321 -0.330164 0.55 -0.64 -0.12
C 0.480759 -4.646016 -0.301353 0.92 -0.13 0.13
H -0.293349 -2.806798 -1.108489 -0.22 0.47 0.90
H 0.701497 -4.974127 -1.335997 0.05 -0.07 0.38
H -0.471096 -5.125142 -0.034637 0.19 0.37 0.13
H 1.291442 -5.029492 0.378299 -0.84 0.40 -0.62
V 0.350939 -1.362861 1.095558 -1.39 -0.53 0.41
Cl -1.892158 -1.873489 1.110356 -0.69 -0.09 -0.19
Cl 1.229780 -2.655412 2.653267 0.74 -0.48 1.15
H -3.107069 3.359051 -1.366149 -0.07 -0.29 0.15
H -4.224669 2.084327 0.572546 0.26 -0.17 -0.07
C -2.695424 2.359911 -1.577102 0.24 0.50 -0.15
C -3.586433 1.204558 0.390974 0.00 -0.50 -0.21
N -2.393782 1.607881 -0.366002 0.21 0.69 0.83
H -1.786190 2.485632 -2.171730 -0.55 -0.06 0.23
C -1.179833 1.622133 0.237996 -0.43 -1.26 0.83
O -0.912777 0.899520 1.232598 0.13 1.46 -1.45
H -3.316344 0.720575 1.336449 0.05 0.11 -0.42
H -0.416953 2.298328 -0.201733 -0.40 -0.38 -0.16
H -3.429282 1.798965 -2.168017 0.14 0.08 0.15
H -4.141007 0.495074 -0.238338 0.01 0.09 0.36
H 4.058700 2.208152 3.437425 -0.07 -0.07 0.01
H 3.523934 4.030843 1.682086 -0.08 -0.13 -0.02
C 4.090345 1.497293 2.608418 -0.01 0.06 0.28
C 3.518654 3.235237 0.931020 0.14 0.19 -0.14
N 3.215828 1.956617 1.540463 -0.49 -0.34 -0.64
H 3.793643 0.509981 2.964006 -0.11 0.16 -0.16
C 2.231150 1.190472 1.041846 -0.19 -1.42 1.22
O 1.871813 0.117654 1.590973 0.54 1.33 -1.12
H 2.763827 3.470587 0.178637 0.08 0.00 0.08
H 1.751639 1.545321 0.109890 0.17 0.11 0.39
H 5.122710 1.457269 2.252105 -0.07 -0.02 -0.10
H 4.501737 3.228017 0.450107 -0.05 -0.08 0.04
C -2.358630 -0.129083 4.702793 0.10 0.19 -0.22
S -0.724250 -0.771909 4.261963 -0.14 -0.82 0.22
C 0.195725 0.770268 4.210194 -0.16 0.38 0.41
O -0.314470 -1.544242 5.477344 0.13 0.45 -0.31
H -2.421747 0.914724 4.377792 -0.26 -0.19 0.06
H -2.449922 -0.229628 5.794566 0.06 0.10 -0.40
H -3.088214 -0.757900 4.177719 0.10 0.25 0.21
H -0.140748 1.363055 5.063353 0.32 0.16 0.00
H 1.254106 0.511305 4.283362 -0.17 -0.02 0.05
H -0.000009 1.286627 3.261614 -0.05 -0.23 0.30
```
Forces are in eV/Å.

Spin multiplicity = 3
Expectation value of S² = 2.0503
Relative energy (zero: lowest compared OMol25 entry of this formula, charge and spin) = 4.147 eV
Molar mass = 507.4 u
Charge = 0
Gap between HOMO and LUMO (alpha / beta) = 6.3 / 5.8 eV
Highest occupied orbital energy (alpha / beta) = -6.93 / -6.45 eV